C3H11N2O | wB97M-V/def2-TZVPD

Structure (XYZ):
```
17
Properties=species:S:1:pos:R:3:forces:R:3:mulliken_charge:R:1
C -0.745 -2.036 -0.903 1.304 0.263 -0.628 -0.90
C -1.104 -0.691 -0.344 3.983 1.950 -1.397 -0.72
C 0.231 0.328 -0.056 -1.517 -2.557 -0.296 0.13
N 1.847 0.752 1.522 2.358 -2.360 -0.987 -0.60
N -0.301 1.772 -0.302 -0.533 -0.939 3.357 -0.28
O 0.532 0.176 1.280 0.427 0.884 0.778 -0.26
H 0.328 -1.887 -1.131 -0.101 -1.275 0.595 0.25
H -1.013 -2.686 -0.067 0.675 -0.883 -0.910 0.27
H -1.105 -2.324 -1.916 -0.574 0.287 1.096 0.34
H -1.416 -0.804 0.623 -1.664 0.177 2.232 0.42
H -1.674 -0.137 -1.017 -1.609 0.977 -0.640 0.41
H 1.180 0.118 -0.684 -1.744 0.872 0.588 0.40
H 2.014 1.308 2.371 -1.399 -0.636 -0.014 0.26
H 2.487 -0.137 1.599 -1.516 2.327 -0.069 0.29
H 0.222 2.357 0.347 0.659 0.533 -0.695 0.35
H -1.292 1.996 -0.074 0.503 -1.002 -0.052 0.34
H -0.192 1.894 -1.247 0.748 1.382 -2.957 0.32
```
Forces are in eV/Å.

Energy above the lowest of the compared OMol25 structures with the same formula, charge and spin in kJ/mol: 439.10
Gap between HOMO and LUMO in eV: 11.1138
HOMO in eV: -14.54
Molar mass in g mol⁻¹: 91.1
Largest force on an atom in Eh/bohr: 0.090
Charge: +1
DFT total energy in Ha: -305.28549